An isolated ion of composition CH4N3 and charge +1 in a non-equilibrium geometry. Source: the OMol25 dataset; level of theory: ωB97M-V/def2-TZVPD.

Element x y z (Å)
C (-0.368, 0.455, 0.221)
N (2.020, -0.191, 0.013)
N (1.017, 0.289, -0.293)
N (-1.358, -0.246, -0.249)
H (-0.295, 1.402, 0.750)
H (2.211, -0.711, 0.894)
H (-2.271, 0.075, -0.560)
H (-0.955, -1.074, -0.775)

Calculated values
- frontier orbital gap (alpha / beta) (eV) = 6.832 / 10.686
- ΔE to the lowest compared entry with this formula, charge and spin (kcal/mol) = 24.7
- expectation value of S² = 2.01
- charge = +1
- strongest force on any atom (eV Å⁻¹) = 6.34
- multiplicity = 3

Atom-resolved charges from natural (NBO), all expressed in e:
1 C 0.27
2 N -0.12
3 N -0.05
4 N -0.67
5 H 0.26
6 H 0.42
7 H 0.46
8 H 0.44